Entry from the Open Molecules 2025 dataset: 9 unconnected molecules or ions with the total composition C34H72B3F12N10O2 in a non-equilibrium geometry (ωB97M-V/def2-TZVPD).

Results
**E_tot**: -90051.58959 eV
**M**: 913.43 g/mol
**Gap between HOMO and LUMO**: 7.485 eV
**Total charge**: +3

Each atom is followed by the atoms it is bonded to, with distances in Å.
Cartesian coordinates (Å):
1 C -2.02892 -0.83738 -3.11929  C2 1.521, H9 1.090, H10 1.090, H11 1.090
2 C -3.23927 -1.13870 -2.24862  C1 1.521, N3 1.465, H12 1.090, H13 1.090
3 N -4.37020 -1.59481 -3.06010  C2 1.465, C4 1.375, C7 1.376
4 C -5.50748 -0.94113 -3.47347  N3 1.375, C5 1.406, H14 1.080
5 C -6.42193 -1.82165 -4.07741  C4 1.406, N6 1.418, H15 1.080
6 N -5.83555 -3.11238 -4.02935  C5 1.418, C7 1.413, C8 1.449
7 C -4.55824 -2.89617 -3.46471  N3 1.376, N6 1.413, H16 1.080
8 C -6.44941 -4.36890 -4.41058  N6 1.449, H17 1.090, H18 1.090, H19 1.090
9 H -1.62485 -1.70241 -3.64517  C1 1.090
10 H -1.21683 -0.38446 -2.55055  C1 1.090
11 H -2.34796 -0.04209 -3.79296  C1 1.090
12 H -3.55511 -0.25114 -1.70035  C2 1.090
13 H -3.08019 -1.89167 -1.47672  C2 1.090
14 H -5.59895 0.11074 -3.24627  C4 1.080
15 H -7.38872 -1.76898 -4.55589  C5 1.080
16 H -3.82530 -3.68790 -3.41597  C7 1.080
17 H -6.43884 -4.46097 -5.49663  C8 1.090
18 H -7.48561 -4.36199 -4.07244  C8 1.090
19 H -5.92152 -5.23055 -4.00193  C8 1.090
20 C -3.52272 -4.04728 5.97884  C21 1.518, H28 1.090, H29 1.090, H30 1.090
21 C -2.02512 -4.09381 6.22057  C20 1.518, N22 1.444, H31 1.090, H32 1.090
22 N -1.43973 -2.77965 6.34983  C21 1.444, C23 1.394, C26 1.350
23 C -1.84017 -1.76731 7.22010  N22 1.394, C24 1.401, H33 1.080
24 C -1.26422 -0.54276 6.85809  C23 1.401, N25 1.346, H34 1.080
25 N -0.62517 -0.76956 5.69517  C24 1.346, C26 1.399, C27 1.494
26 C -0.79236 -2.11859 5.36626  N22 1.350, N25 1.399, H35 1.080
27 C -0.09126 0.23932 4.73200  N25 1.494, H36 1.090, H37 1.090, H38 1.090
28 H -4.11605 -3.31998 6.53301  C20 1.090
29 H -4.03113 -5.00910 5.91167  C20 1.090
30 H -3.57125 -3.56620 5.00195  C20 1.090
31 H -1.52835 -4.65695 5.43051  C21 1.090
32 H -1.84955 -4.73078 7.08748  C21 1.090
33 H -2.47585 -1.96051 8.07157  C23 1.080
34 H -1.33204 0.46872 7.23052  C24 1.080
35 H -0.35097 -2.58512 4.49797  C26 1.080
36 H -0.52403 1.21668 4.94548  C27 1.090
37 H -0.50589 0.01817 3.74849  C27 1.090
38 H 0.99085 0.32509 4.63308  C27 1.090
39 C -1.53082 -6.26657 1.87301  C40 1.481, H47 1.090, H48 1.090, H49 1.090
40 C -0.58212 -5.98479 0.77137  C39 1.481, N41 1.470, H50 1.090, H51 1.090
41 N 0.04184 -4.66379 0.93046  C40 1.470, C42 1.440, C45 1.332
42 C -0.67338 -3.41469 0.89461  N41 1.440, C43 1.382, H52 1.080
43 C 0.18897 -2.37220 1.17891  C42 1.382, N44 1.366, H53 1.080
44 N 1.40247 -2.97628 1.34437  C43 1.366, C45 1.378, C46 1.394
45 C 1.31298 -4.33884 1.15855  N41 1.332, N44 1.378, H54 1.080
46 C 2.61602 -2.32202 1.55276  N44 1.394, H55 1.090, H56 1.090, H57 1.090
47 H -2.41055 -5.62660 1.80506  C39 1.090
48 H -1.00040 -6.17337 2.82067  C39 1.090
49 H -2.04525 -7.22474 1.79968  C39 1.090
50 H -1.16319 -5.86271 -0.14272  C40 1.090
51 H 0.10856 -6.82052 0.65906  C40 1.090
52 H -1.74600 -3.38558 0.77191  C42 1.080
53 H 0.03012 -1.31439 1.32795  C43 1.080
54 H 2.17567 -4.98789 1.18853  C45 1.080
55 H 2.72197 -1.98873 2.58513  C46 1.090
56 H 2.60737 -1.37413 1.01468  C46 1.090
57 H 3.48532 -2.87975 1.20438  C46 1.090
58 C 3.92896 -0.73518 -2.74509  C59 1.523, H66 1.090, H67 1.090, H68 1.090
59 C 3.78111 -2.10668 -2.09963  C58 1.523, N60 1.466, H69 1.090, H70 1.090
60 N 2.56879 -2.82132 -2.51024  C59 1.466, C61 1.373, C64 1.384
61 C 1.25414 -2.44634 -2.38195  N60 1.373, C62 1.353, H71 1.080
62 C 0.50639 -3.54704 -2.62705  C61 1.353, N63 1.390, H72 1.080
63 N 1.31214 -4.65573 -2.85985  C62 1.390, C64 1.366, C65 1.498
64 C 2.58750 -4.16777 -2.82959  N60 1.384, N63 1.366, H73 1.080
65 C 0.81670 -6.02056 -3.22749  N63 1.498, H74 1.090, H75 1.090, H76 1.090
66 H 3.05182 -0.16745 -2.43460  C58 1.090
67 H 3.95303 -0.77721 -3.83401  C58 1.090
68 H 4.75728 -0.16218 -2.32838  C58 1.090
69 H 3.71845 -2.14575 -1.01213  C59 1.090
70 H 4.63280 -2.74211 -2.34243  C59 1.090
71 H 1.11503 -1.41827 -2.08175  C61 1.080
72 H -0.49751 -3.82151 -2.33852  C62 1.080
73 H 3.47468 -4.77602 -2.92621  C64 1.080
74 H -0.22751 -6.01062 -3.53994  C65 1.090
75 H 0.80764 -6.68224 -2.36135  C65 1.090
76 H 1.53484 -6.44847 -3.92696  C65 1.090
77 C 3.01313 5.06147 4.01201  N78 1.562, H84 1.090, H85 1.090, H86 1.090
78 N 3.50842 3.75880 3.30669  C77 1.562, C79 1.559, C80 1.560, C81 1.535
79 C 5.05201 3.55892 3.39641  N78 1.559, H87 1.090, H88 1.090, H89 1.090
80 C 2.97322 2.54874 4.13292  N78 1.560, H90 1.090, H91 1.090, H92 1.090
81 C 3.13315 3.65750 1.82139  N78 1.535, C82 1.504, H93 1.090, H94 1.090
82 C 3.13167 4.95270 1.05762  C81 1.504, O83 1.419, H95 1.090, H96 1.090
83 O 4.28888 5.72181 1.34335  C82 1.419, H97 0.960
84 H 3.48318 5.87986 3.46667  C77 1.090
85 H 3.29520 5.03195 5.06447  C77 1.090
86 H 1.92936 5.11500 3.90869  C77 1.090
87 H 5.61156 4.25604 2.77269  C79 1.090
88 H 5.32932 2.63031 2.89754  C79 1.090
89 H 5.29562 3.69447 4.45016  C79 1.090
90 H 3.32852 1.60221 3.72556  C80 1.090
91 H 1.88791 2.47301 4.19980  C80 1.090
92 H 3.37046 2.44763 5.14291  C80 1.090
93 H 2.12461 3.24564 1.85760  C81 1.090
94 H 3.77541 2.88859 1.39200  C81 1.090
95 H 2.20604 5.52084 0.96526  C82 1.090
96 H 3.36395 4.76395 0.00952  C82 1.090
97 H 4.35200 6.63316 1.04829  O83 0.960
98 C 0.06351 3.35173 -3.47715  N99 1.549, H105 1.090, H106 1.090, H107 1.090
99 N 0.56784 4.73927 -3.94468  C98 1.549, C100 1.512, C101 1.527, C102 1.573
100 C -0.64388 5.59834 -4.22538  N99 1.512, H108 1.090, H109 1.090, H110 1.090
101 C 1.40709 5.26722 -2.78371  N99 1.527, H111 1.090, H112 1.090, H113 1.090
102 C 1.35982 4.42107 -5.26544  N99 1.573, C103 1.529, H114 1.090, H115 1.090
103 C 1.90127 5.65246 -5.99161  C102 1.529, O104 1.375, H116 1.090, H117 1.090
104 O 2.25591 5.28336 -7.26744  C103 1.375, H118 0.960
105 H -0.55842 2.89807 -4.24883  C98 1.090
106 H -0.42613 3.57458 -2.52916  C98 1.090
107 H 0.99311 2.86398 -3.18381  C98 1.090
108 H -1.32846 5.46548 -3.38764  C100 1.090
109 H -1.03641 5.25497 -5.18252  C100 1.090
110 H -0.42510 6.66061 -4.33413  C100 1.090
111 H 2.14702 4.58898 -2.35874  C101 1.090
112 H 0.72833 5.69212 -2.04422  C101 1.090
113 H 1.95307 6.14511 -3.12913  C101 1.090
114 H 0.59261 3.93610 -5.86901  C102 1.090
115 H 2.13668 3.69373 -5.02970  C102 1.090
116 H 2.78491 5.91984 -5.41213  C103 1.090
117 H 1.22218 6.50325 -6.04737  C103 1.090
118 H 1.80454 5.88765 -7.86133  O104 0.960
119 B -1.27510 6.01363 -0.10004  F120 1.366, F121 1.380, F122 1.354, F123 1.394
120 F -0.49598 6.60917 0.85160  B119 1.366
121 F -0.79786 4.75431 -0.40167  B119 1.380
122 F -2.48467 5.78399 0.46465  B119 1.354
123 F -1.35173 6.74543 -1.28460  B119 1.394
124 B -3.49817 -0.40845 2.61377  F125 1.397, F126 1.379, F127 1.372, F128 1.374
125 F -2.45120 -1.32744 2.71218  B124 1.397
126 F -3.24419 0.59869 3.52099  B124 1.379
127 F -3.45444 0.02223 1.31175  B124 1.372
128 F -4.69630 -0.94189 3.02477  B124 1.374
129 B 0.20729 1.01429 0.16932  F130 1.381, F131 1.371, F132 1.420, F133 1.375
130 F 0.11877 2.33208 -0.23468  B129 1.381
131 F 1.18837 0.31995 -0.48922  B129 1.371
132 F 0.39756 1.01249 1.57615  B129 1.420
133 F -0.94138 0.32371 -0.13939  B129 1.375

Atomic partial charges in e from the Mulliken method, atoms 1 to 99: number 1, C, carries -0.53; number 2, C, carries -0.50; number 3, N, carries 0.34; number 4, C, carries -0.26; number 5, C, carries -0.53; number 6, N, carries 0.15; number 7, C, carries -0.29; number 8, C, carries -0.81; number 9, H, carries 0.34; number 10, H, carries -0.19; number 11, H, carries 0.41; number 12, H, carries 0.28; number 13, H, carries 0.22; number 14, H, carries 0.48; number 15, H, carries 0.48; number 16, H, carries 0.40; number 17, H, carries 0.35; number 18, H, carries 0.35; number 19, H, carries 0.30; number 20, C, carries -0.97; number 21, C, carries -0.41; number 22, N, carries 0.27; number 23, C, carries -0.56; number 24, C, carries -0.17; number 25, N, carries 0.35; number 26, C, carries -0.32; number 27, C, carries -0.81; number 28, H, carries 0.35; number 29, H, carries 0.37; number 30, H, carries 0.22; number 31, H, carries 0.23; number 32, H, carries 0.31; number 33, H, carries 0.45; number 34, H, carries 0.48; number 35, H, carries 0.31; number 36, H, carries 0.30; number 37, H, carries 0.15; number 38, H, carries 0.35; number 39, C, carries -1.37; number 40, C, carries -0.51; number 41, N, carries 0.63; number 42, C, carries -1.65; number 43, C, carries -0.29; number 44, N, carries 0.53; number 45, C, carries -0.31; number 46, C, carries -1.11; number 47, H, carries 0.37; number 48, H, carries 0.31; number 49, H, carries 0.44; number 50, H, carries 0.25; number 51, H, carries 0.48; number 52, H, carries 0.65; number 53, H, carries 0.95; number 54, H, carries 0.49; number 55, H, carries 0.26; number 56, H, carries 0.34; number 57, H, carries 0.42; number 58, C, carries -0.95; number 59, C, carries -0.11; number 60, N, carries 0.26; number 61, C, carries -0.32; number 62, C, carries -0.90; number 63, N, carries 0.28; number 64, C, carries -0.29; number 65, C, carries -0.83; number 66, H, carries 0.10; number 67, H, carries 0.34; number 68, H, carries 0.40; number 69, H, carries 0.01; number 70, H, carries 0.43; number 71, H, carries 0.44; number 72, H, carries 0.67; number 73, H, carries 0.43; number 74, H, carries 0.33; number 75, H, carries 0.32; number 76, H, carries 0.37; number 77, C, carries -0.83; number 78, N, carries 0.14; number 79, C, carries -0.93; number 80, C, carries -1.23; number 81, C, carries -0.19; number 82, C, carries -0.63; number 83, O, carries -0.59; number 84, H, carries 0.32; number 85, H, carries 0.39; number 86, H, carries 0.40; number 87, H, carries 0.28; number 88, H, carries 0.40; number 89, H, carries 0.41; number 90, H, carries 0.41; number 91, H, carries 0.51; number 92, H, carries 0.51; number 93, H, carries 0.24; number 94, H, carries 0.37; number 95, H, carries 0.50; number 96, H, carries 0.10; number 97, H, carries 0.35; number 98, C, carries -1.13; number 99, N, carries 0.32